DFT (ωB97M-V/def2-TZVPD) results for a molecular structure, C38H33BrCl3F5GeIO4S2Ti at a distorted geometry.

Atoms and positions in Å:
Ti: -0.93898 1.02417 -0.03581
O: 0.05245 1.89852 1.37075
S: -2.35748 -0.27722 2.56729
C: -1.93634 -1.39301 3.95413
C: -1.48112 -0.49186 5.09682
C: -2.32690 0.77101 5.01904
C: -2.22522 1.23795 3.57217
H: -1.16490 -2.09950 3.66439
H: -2.84281 -1.94259 4.21077
H: -0.43185 -0.23537 4.94917
H: -1.57108 -1.00281 6.05624
H: -1.96688 1.54727 5.69603
H: -3.36574 0.55427 5.27856
H: -1.25890 1.70168 3.37800
H: -3.00839 1.93352 3.27479
C: -1.54228 -1.72947 -3.58644
S: -2.37187 -0.77441 -2.33226
C: -3.32708 -2.02789 -1.50930
O: -1.19304 -0.54055 -1.35384
H: -1.03309 -2.56707 -3.11184
H: -0.83351 -1.05872 -4.06635
H: -2.27586 -2.06170 -4.31856
H: -4.12759 -2.32417 -2.18563
H: -3.74851 -1.56590 -0.61873
H: -2.68713 -2.86991 -1.25234
Cl: -5.86448 1.51089 -0.35269
C: -4.58931 2.73204 -0.25688
Cl: -4.88506 3.80806 1.10564
Cl: -4.50311 3.62989 -1.78117
C: -3.21620 2.07040 -0.05199
O: -2.21509 2.79271 0.07354
O: -3.10394 0.80656 -0.04540
C: -0.92769 -5.24577 -0.43096
C: -1.45992 -4.50030 0.61212
C: -0.93481 -3.25151 0.90648
C: 0.13872 -2.71371 0.19801
C: 0.66998 -3.49060 -0.82783
C: 0.14202 -4.73330 -1.14801
Ge: 0.83265 -0.90815 0.60241
C: 2.43567 -0.74712 -0.51713
C: 3.71229 -0.78636 0.03077
C: 4.84241 -0.73040 -0.76957
C: 4.71577 -0.64786 -2.14658
C: 3.44882 -0.61459 -2.71289
C: 2.32786 -0.65523 -1.90456
C: 1.52224 -0.93733 2.44377
C: 2.04621 0.21093 3.04026
C: 2.64464 0.16934 4.28795
C: 2.74140 -1.03137 4.97771
C: 2.24252 -2.18571 4.39786
C: 1.64869 -2.13230 3.14590
H: -1.33217 -6.21937 -0.67352
H: -2.28530 -4.88937 1.19372
H: -1.39082 -2.68510 1.70747
H: 1.51927 -3.12741 -1.39496
H: 0.58269 -5.30956 -1.95121
H: 3.83964 -0.85476 1.10488
H: 5.82389 -0.75377 -0.31466
H: 5.59675 -0.60743 -2.77267
H: 3.34184 -0.55589 -3.78837
H: 1.34698 -0.60601 -2.36740
H: 2.01458 1.15481 2.51613
H: 3.04636 1.07634 4.72012
H: 3.21149 -1.06689 5.95147
H: 2.32794 -3.13408 4.91159
H: 1.29823 -3.05812 2.70162
Br: -2.70112 1.48032 -5.29350
C: -0.94281 1.11934 -5.90093
C: -0.72047 0.75135 -7.22708
C: 0.57161 0.48396 -7.64789
C: 1.64254 0.57961 -6.76704
C: 1.42427 0.94618 -5.44008
C: 0.13157 1.19726 -5.06840
I: 0.17584 2.30235 -2.13223
H: -1.55310 0.67897 -7.91386
H: 0.74908 0.19973 -8.67623
H: 2.64810 0.37195 -7.10902
H: 2.24209 1.03463 -4.73883
F: -1.40952 4.01302 2.41838
C: -0.19300 4.20656 1.89992
C: 0.54070 3.12998 1.40495
C: 1.83251 3.38573 0.95537
F: 2.58604 2.38691 0.49392
C: 2.35818 4.67010 0.95195
F: 3.58916 4.87949 0.48696
C: 1.60621 5.73458 1.42669
F: 2.10988 6.96904 1.43337
C: 0.32626 5.49330 1.90981
F: -0.40356 6.49682 2.39576

LUMO (alpha / beta)   -0.029 / -0.032 Eh
2S+1   2

Results of the Löwdin charge analysis, in e, for atoms 1 through 6:
1 Ti 0.66
2 O -0.29
3 S 0.90
4 C -0.43
5 C -0.24
6 C -0.24

***

DFT (ωB97M-V/def2-TZVPD) results for a single C4H9NO molecule.

Atoms and positions in Å:
C: -1.23378 -1.35458 -0.88509
N: -0.32859 -0.22449 -0.81230
C: 0.19238 0.06751 0.30483
C: 0.01888 -0.61304 1.63624
O: 1.00099 1.14223 0.42887
C: 1.18684 1.92097 -0.74516
H: -0.77766 -2.29353 -0.53938
H: -2.14501 -1.18937 -0.29317
H: -1.53801 -1.49962 -1.92541
H: -0.16540 -1.68330 1.51792
H: 0.90663 -0.46167 2.25336
H: -0.83805 -0.17939 2.16383
H: 1.76852 1.36750 -1.48911
H: 1.72757 2.81319 -0.42481
H: 0.22469 2.18760 -1.19062

Structure (SMILES)   C/N=C(\C)OC
LUMO   0.039 Eh

Results of the natural (NBO) charge analysis, in e, for atoms 1 through 6:
1 C -0.43
2 N -0.52
3 C 0.58
4 C -0.70
5 O -0.50
6 C -0.26

***

DFT (ωB97M-V/def2-TZVPD) results for 14 unconnected molecules or ions with the total composition C20H26BrCl39FN2O5P2 at a distorted geometry.

Atoms and positions in Å:
C: -5.72433 -4.30453 1.59412
C: -4.82631 -4.10214 0.37297
F: -5.39787 -3.09425 -0.38267
C: -3.46906 -3.54149 0.81853
C: -2.59504 -2.76535 -0.18062
C: -1.42480 -2.40779 0.79189
P: 0.31303 -2.24232 -0.01556
O: 0.38055 -3.73142 -0.74983
O: 1.33161 -2.47440 1.27046
P: -1.66633 -0.91404 1.95572
O: -3.01313 -0.13089 1.41796
Br: -0.02097 0.54143 1.45264
C: -1.32933 -3.73789 1.47869
N: -2.44193 -4.39246 1.46381
C: -2.52548 -5.74603 2.02452
O: -3.31129 -6.62419 1.25961
N: -2.80919 -6.58375 -0.10426
O: -3.10061 -7.54629 -0.66443
H: -5.19335 -4.90477 2.34156
H: -6.64246 -4.82797 1.33591
H: -5.93211 -3.33107 2.04123
H: -4.76347 -5.01212 -0.22259
H: -3.73794 -2.83126 1.61949
H: -3.07354 -1.90767 -0.65188
H: -2.28390 -3.50957 -0.92330
H: 1.25260 -3.80102 -1.17062
H: 1.51181 -3.41592 1.40850
H: -3.60788 -0.68674 0.89076
H: -0.45049 -4.21410 1.89797
H: -1.49964 -6.13069 2.01879
H: -2.83789 -5.74507 3.06866
C: 1.17872 -8.55923 -0.32328
Cl: -0.32365 -7.65388 -0.03059
Cl: 1.21925 -9.14420 -1.97984
Cl: 2.57839 -7.54423 0.02857
H: 1.19320 -9.41202 0.34336
C: 0.12911 3.99119 3.17542
Cl: 0.85289 5.38999 2.37362
Cl: 1.28002 3.21491 4.27526
Cl: -1.33332 4.47160 4.03828
H: -0.14545 3.27127 2.41587
C: -4.64176 1.87975 -0.30253
Cl: -3.42847 2.00262 -1.57337
Cl: -5.77119 3.22784 -0.37954
Cl: -5.50679 0.33931 -0.43237
H: -4.13727 1.90998 0.65484
C: 0.50312 -4.80042 -3.96686
Cl: -0.83108 -3.71694 -3.55705
Cl: 0.32439 -5.42369 -5.60012
Cl: 2.05586 -3.97865 -3.75746
H: 0.48100 -5.63712 -3.27924
C: 4.62254 -0.35725 -3.98278
Cl: 4.33993 -1.75548 -2.93626
Cl: 6.12457 -0.54695 -4.88103
Cl: 3.26232 -0.11271 -5.07949
H: 4.71513 0.51391 -3.34976
C: 1.94262 7.14883 5.75911
Cl: 2.63868 8.52592 4.90253
Cl: 3.10530 6.45272 6.88926
Cl: 0.45501 7.61232 6.58572
H: 1.69959 6.38988 5.02670
C: 5.21345 5.49101 3.32087
Cl: 3.66667 4.89635 3.92663
Cl: 6.52681 4.40848 3.78134
Cl: 5.11986 5.67159 1.56592
H: 5.40560 6.46351 3.75706
C: 3.20622 4.29527 -1.98158
Cl: 3.58850 2.79750 -2.84173
Cl: 2.66853 3.94245 -0.33628
Cl: 4.58981 5.38208 -1.97337
H: 2.39551 4.78320 -2.50532
C: 6.44345 7.20594 -5.27496
Cl: 6.74605 7.82725 -3.64926
Cl: 5.06114 6.10844 -5.27538
Cl: 6.19450 8.52901 -6.41228
H: 7.31559 6.64856 -5.58997
C: -5.58463 -0.88678 -4.03749
Cl: -7.05328 -1.56373 -3.32612
Cl: -4.21001 -1.94989 -3.71852
Cl: -5.79147 -0.61868 -5.76353
H: -5.38032 0.06639 -3.56541
C: 5.68922 -6.38954 2.30385
Cl: 6.74928 -7.79220 2.28253
Cl: 5.10114 -6.02530 0.67521
Cl: 4.33399 -6.64156 3.40997
H: 6.25679 -5.53742 2.65409
C: -1.55340 5.59747 -2.90232
Cl: -3.04498 4.99386 -2.18593
Cl: -0.23156 4.48943 -2.50532
Cl: -1.70772 5.79552 -4.64457
H: -1.33201 6.56328 -2.46676
C: -1.17226 8.27532 2.97466
Cl: -2.72353 8.04989 2.15903
Cl: -0.04631 9.15777 1.94129
Cl: -1.38155 9.08563 4.52350
H: -0.75301 7.29642 3.16514

LUMO   -0.162 Eh
Net charge   +1

Results of the Löwdin charge analysis, in e, for atoms 1 through 6:
1 C 0.00
2 C -0.32
3 F -0.01
4 C -0.20
5 C -0.10
6 C -0.62